Computed, not measured: C11H18OSi in the gas phase at a distorted geometry, with ωB97M-V/def2-TZVPD.

- HOMO energy (alpha / beta): -3.80 / -8.80 eV
- Multiplicity: 3
- Largest force on an atom: 7.1 eV Å⁻¹
- Relative energy (zero: lowest compared OMol25 entry of this formula, charge and spin): 2.8491 eV
- <S²>: 2.0237

Each line ends with the Löwdin spin population.
Cartesian coordinates (Å):
C 2.344261 1.799300 1.601408  0.0144
C 0.385563 -1.647399 2.494073  0.2675
C -1.202820 2.425674 0.721315  0.4151
C -0.863997 -1.215527 -2.300827  0.0433
C 2.454102 1.830056 0.319577  0.0038
C 0.329048 -1.519764 1.166260  0.3532
C -1.273607 1.167842 0.451616  0.2970
C 0.011243 -0.293297 -1.992158  0.0221
C -0.211947 -2.643636 0.464540  0.0887
C -2.494096 0.401563 0.805770  0.0413
C 0.979023 0.242975 -3.049151  0.0042
O 1.686696 1.087528 -0.521336  0.0429
Si 0.202416 0.223461 -0.150540  0.1994
H 2.858766 2.534977 2.215093  0.0013
H 1.456810 1.341376 2.017039  0.0076
H 0.464122 -0.749352 3.125473  0.0228
H 0.349868 -2.571318 3.061985  0.0269
H -0.243877 2.988349 0.583007  0.0295
H -2.086707 3.005573 0.941502  0.0402
H -1.659453 -1.699389 -1.761776  0.0034
H -0.948126 -1.624662 -3.339964  0.0032
H 3.199640 2.453680 -0.279726  0.0017
H -1.359332 -2.651735 0.309846  0.0180
H 0.061964 -3.575434 1.025305  0.0307
H 0.164866 -2.792786 -0.597183  0.0000
H -2.114929 -0.565193 0.958461  0.0036
H -3.337974 0.346092 0.110101  0.0091
H -2.936809 0.719369 1.728402  0.0077
H 1.923252 -0.444867 -3.191642  -0.0005
H 1.329690 1.226706 -2.845713  0.0002
H 0.532357 0.199852 -4.070743  0.0017

Force components x, y, z for each atom (eV/Å):
C -0.54 1.31 2.65
C 0.53 2.26 1.72
C 1.86 6.84 0.64
C -1.49 -1.62 -2.64
C 1.00 0.37 -3.61
C -1.30 1.14 -0.99
C 0.41 -5.87 -0.55
C 1.44 0.23 1.30
C -1.22 -2.83 -3.04
C -0.17 -0.10 0.03
C 0.89 -2.30 -1.20
O -1.16 -0.14 0.71
Si 1.33 0.40 -1.35
H 0.19 -0.43 -0.04
H 0.15 -0.36 0.32
H -0.19 -0.32 -0.19
H 0.40 -0.25 -0.43
H -0.97 -0.36 0.54
H -0.18 0.27 -0.31
H 0.13 0.29 1.07
H 0.35 0.67 0.51
H -0.90 -0.92 1.09
H 1.58 0.07 0.59
H -0.39 0.45 -0.29
H -0.25 0.34 1.28
H -0.24 -1.82 0.30
H 0.42 0.21 -0.54
H -0.18 0.41 0.78
H -1.62 1.24 0.73
H 0.19 0.66 0.15
H -0.05 0.18 0.77


Computed, not measured: a molecular structure, C11H18Si at a distorted geometry, with ωB97M-V/def2-TZVPD.

- HOMO energy: -8.50 eV
- Multiplicity: 1
- Largest force on an atom: 4.4 eV Å⁻¹
- Relative energy (zero: lowest compared OMol25 entry of this formula, charge and spin): 6.9162 eV

Each line ends with the Löwdin charge.
Cartesian coordinates (Å):
C 1.986420 -0.547021 -1.105502  -0.0643
C 1.743132 -0.873369 0.882342  -0.1965
C 1.914645 -1.982260 -0.285600  0.0564
C 2.461242 0.038863 0.057333  -0.2717
C 0.688698 -1.229817 -0.138785  -0.2873
C 3.481843 1.057938 0.301188  -0.0172
C -0.784084 1.611363 -1.498978  -0.0528
C -0.851736 1.770513 0.979760  -0.0936
C -1.437101 -1.794326 1.562670  -0.1541
C -2.406468 -1.664119 -1.215504  -0.1618
C -1.491135 1.012933 -0.170178  -0.4057
Si -1.125101 -0.864304 -0.116783  0.6467
H 1.790383 -0.170825 -2.111007  0.1230
H 1.855244 -1.111613 1.892866  0.1134
H 4.375980 0.794251 -0.144647  0.0518
H 3.803832 1.276515 1.315005  0.0761
H 3.202624 2.154231 -0.112911  0.1417
H 0.191127 1.357086 -1.314991  0.0150
H -1.274209 1.276281 -2.344890  0.0535
H -0.891723 2.629384 -1.368312  0.0438
H -0.840021 2.766769 0.662547  0.0574
H 0.118810 1.365453 1.004487  0.0517
H -1.517649 1.591341 1.760254  0.0615
H -0.591310 -2.280125 2.014117  0.0135
H -1.790544 -1.089632 2.370399  0.0450
H -2.062006 -2.657734 1.536297  0.0070
H -2.166797 -1.728226 -2.255243  0.0208
H -2.514036 -2.655372 -0.831286  0.0143
H -3.333714 -1.108622 -1.067858  0.0413
H -2.536345 1.054434 -0.256804  0.0711

Force components x, y, z for each atom (eV/Å):
C -2.12 -0.36 -0.15
C 1.06 0.33 -0.18
C -1.23 0.43 -0.38
C -0.68 0.23 0.74
C 2.30 0.29 -2.03
C -1.12 3.67 0.18
C -2.56 -1.39 3.36
C -1.34 -1.19 -1.94
C -0.06 1.72 0.83
C 0.67 0.35 0.08
C 2.54 -1.00 -1.81
Si -0.63 -0.36 1.47
H 0.50 -0.63 0.22
H -0.15 -0.33 1.33
H 1.83 -0.57 -1.47
H -0.66 -0.43 0.48
H 0.37 -2.57 0.57
H 2.60 -0.61 -0.60
H -0.37 -0.77 -2.03
H -0.22 2.35 -0.25
H 0.18 1.84 0.21
H 1.37 -0.14 1.05
H -0.25 0.03 2.19
H 1.15 0.28 -0.05
H 0.03 -0.71 -0.75
H -1.29 -0.27 -0.45
H 0.01 0.08 -0.77
H -0.30 -0.74 0.09
H -0.02 -0.06 -0.06
H -1.59 0.57 0.09


Computed, not measured: 7 unconnected molecules or ions with the total composition C11H19Cl10FO6 at a distorted geometry, with ωB97M-V/def2-TZVPD.

- HOMO energy: -10.44 eV
- SMILES: O=C1OC[C@@H](F)O1.COC(=O)OC.ClCCl.ClCCl.ClCCl.ClCCl.ClCCl
- Multiplicity: 1
- Largest force on an atom: 5.8 eV Å⁻¹
- Relative energy (zero: lowest compared OMol25 entry of this formula, charge and spin): 2.7041 eV

Each line ends with the Löwdin charge.
Cartesian coordinates (Å):
O 2.780303 0.924445 0.523572  0.1674
C 2.026912 1.369998 -0.313570  -0.5307
O 1.986037 0.967916 -1.618154  0.0697
C 0.837813 1.389289 -2.321048  -0.0701
C 0.135249 2.144496 -1.227528  -0.3278
F -1.078156 1.569854 -1.005774  0.0702
O 1.050245 2.227007 -0.197533  0.1756
H 1.162725 2.006227 -3.158846  0.1358
H 0.150797 0.705107 -2.819063  0.1430
H -0.093190 3.097201 -1.705302  0.1680
C 3.276148 -3.971508 4.417596  -0.0353
O 4.409034 -4.126126 5.284157  -0.0062
C 5.639155 -4.522680 4.879306  -0.6207
O 5.921866 -4.882015 3.736496  0.0967
O 6.415874 -4.613953 5.859291  0.0520
C 7.676028 -5.137032 5.800943  -0.0612
H 3.451034 -4.639701 3.574357  0.0871
H 3.085140 -3.011794 3.937436  0.0903
H 2.380080 -4.253471 4.970452  0.0921
H 8.419108 -4.430110 5.431903  0.1029
H 7.717878 -6.077801 5.252050  0.1067
H 8.139442 -5.335526 6.767353  0.0958
Cl -2.848122 2.648735 -6.627031  0.4476
C -3.525386 3.292349 -8.179257  -0.9956
Cl -5.080937 4.037423 -7.831046  0.4945
H -2.885011 4.019759 -8.678150  0.0322
H -3.746540 2.444660 -8.827813  0.0210
Cl -3.328058 -4.438484 -7.597177  0.4952
C -2.761920 -3.342228 -6.337651  -1.0407
Cl -1.055687 -2.944849 -6.535424  0.4975
H -3.315059 -2.405345 -6.403851  0.0248
H -2.945530 -3.928137 -5.437032  0.0232
Cl -4.186998 -3.326182 -0.762476  0.4834
C -5.297946 -1.933859 -0.894605  -1.0488
Cl -5.499362 -1.350959 -2.531626  0.5111
H -6.254197 -2.234729 -0.466649  0.0255
H -4.972526 -1.115160 -0.252785  0.0282
Cl -0.594005 2.865347 7.201747  0.4365
C -0.147410 2.220691 5.550875  -0.9420
Cl -1.366076 0.959796 5.085553  0.4533
H -0.051032 3.012906 4.808447  0.0291
H 0.864104 1.824460 5.639975  0.0232
Cl -3.167553 6.778642 2.065462  0.4705
C -3.284293 7.810956 0.598019  -0.9672
Cl -3.253819 6.860682 -0.952641  0.4527
H -4.272045 8.261442 0.695572  0.0148
H -2.514114 8.582261 0.601472  0.0289

Force components x, y, z for each atom (eV/Å):
O -1.41 1.56 -1.60
C 1.56 -3.06 -0.59
O 1.52 -2.23 -0.48
C 0.66 0.73 0.04
C -0.48 1.47 -3.17
F 0.09 -0.38 1.39
O -2.52 1.90 2.22
H 0.15 0.45 0.26
H 0.46 -1.09 0.73
H -0.06 0.65 1.21
C 0.51 -1.17 -1.16
O 0.38 1.01 0.94
C -2.42 -1.28 -5.11
O -0.54 0.84 1.21
O 0.15 1.05 4.41
C 2.76 -0.89 -0.51
H -0.34 -0.26 0.01
H 0.71 0.50 0.64
H 0.32 -0.10 0.12
H -0.33 0.14 -0.84
H -0.10 0.21 -0.30
H -1.10 -0.04 0.58
Cl 0.11 0.34 -0.89
C -0.36 -0.58 0.36
Cl -0.21 0.33 -0.10
H 0.13 -0.20 0.47
H 0.34 0.10 0.17
Cl -0.14 -0.05 -0.51
C -0.26 -0.23 -0.01
Cl 0.11 -0.04 0.17
H -0.02 -0.32 0.19
H 0.31 0.67 0.18
Cl -0.21 0.45 -0.06
C -0.28 -0.07 1.01
Cl -0.02 0.00 -0.16
H 0.02 -0.23 -0.49
H 0.50 -0.15 -0.32
Cl 0.36 -0.13 -1.17
C -0.15 -0.19 0.77
Cl 1.02 0.85 0.02
H -0.81 0.02 0.20
H -0.42 -0.56 0.16
Cl 0.30 0.28 -0.64
C -0.71 -0.42 0.05
Cl 0.13 0.61 1.03
H 0.23 -0.02 -0.36
H 0.05 -0.46 -0.08


Computed, not measured: 7 unconnected molecules or ions with the total composition C11H19Cl10FO6 at a distorted geometry, with ωB97M-V/def2-TZVPD.

- HOMO energy: -10.57 eV
- SMILES: O=C1OC[C@@H](F)O1.COC(=O)OC.ClCCl.ClCCl.ClCCl.ClCCl.ClCCl
- Multiplicity: 1
- Largest force on an atom: 6.3 eV Å⁻¹
- Relative energy (zero: lowest compared OMol25 entry of this formula, charge and spin): 1.0518 eV

Each line ends with the Löwdin charge.
Cartesian coordinates (Å):
O -0.690734 -3.513763 -0.920175  0.0857
C -1.086924 -4.697433 -1.001815  -0.4490
O -1.333614 -5.296763 -2.252505  0.0713
C -1.812284 -6.571953 -1.968635  -0.0888
C -1.308464 -6.810973 -0.559115  -0.3643
F -0.106074 -7.356673 -0.623265  0.1149
O -1.195324 -5.567653 -0.008785  0.1462
H -2.895664 -6.640643 -2.066985  0.1420
H -1.325574 -7.205993 -2.709725  0.1475
H -1.981674 -7.432223 0.031595  0.1757
C 2.222456 2.792567 2.571785  -0.0614
O 0.849306 3.101387 2.338965  0.0136
C 0.489886 3.552697 1.127315  -0.5295
O 1.212356 3.880427 0.129905  0.0255
O -0.827484 3.653017 1.144555  -0.0191
C -1.447684 4.175067 -0.008155  -0.0581
H 2.421476 2.791597 3.643455  0.0949
H 2.937026 3.528027 2.202205  0.0893
H 2.527656 1.821327 2.182345  0.0371
H -1.322674 3.585227 -0.916205  0.0779
H -1.180464 5.201147 -0.260875  0.1023
H -2.524064 4.238147 0.151645  0.0954
Cl -2.628224 -2.697663 1.684975  0.4925
C -1.073584 -3.195963 2.459585  -0.9810
Cl -1.311534 -3.462213 4.195515  0.5081
H -0.668954 -4.080023 1.966815  0.0183
H -0.386684 -2.352353 2.391755  -0.0226
Cl 6.260686 3.441367 -1.214075  0.4383
C 4.471126 3.124927 -1.574465  -0.9281
Cl 3.829576 1.863247 -0.474425  0.5261
H 3.989516 4.080637 -1.367655  0.0206
H 4.239106 2.791117 -2.585825  -0.0105
Cl 2.011906 3.268237 -4.309915  0.5244
C 0.649056 3.287207 -3.191435  -0.9970
Cl 0.221756 1.601097 -2.797155  0.5232
H 0.964776 3.920007 -2.361985  0.0125
H -0.163084 3.734127 -3.764835  0.0260
Cl -0.562444 -0.120873 0.111365  0.5362
C 1.089046 -0.737093 -0.108865  -1.0148
Cl 1.964766 -0.952183 1.388745  0.5641
H 1.021616 -1.672153 -0.664935  0.0186
H 1.585996 -0.000913 -0.740685  -0.0363
Cl -4.827914 1.183497 0.896145  0.5435
C -3.315694 1.292707 1.713455  -1.0874
Cl -3.377634 2.435597 3.078455  0.5163
H -3.025934 0.280327 1.994915  -0.0098
H -2.578694 1.740777 1.046995  -0.0304

Force components x, y, z for each atom (eV/Å):
O -1.70 -4.56 0.11
C 2.27 5.24 -2.59
O 0.10 2.09 2.35
C 0.01 -0.92 -0.75
C -2.06 -1.59 -0.67
F 1.83 -0.96 0.23
O -0.26 1.08 0.63
H -0.06 0.11 0.10
H -0.21 -0.50 0.34
H 0.19 0.04 0.23
C 1.21 0.08 0.33
O 0.35 0.19 -0.92
C 2.26 1.00 -2.61
O -2.16 -1.33 3.74
O -0.23 -0.03 -0.01
C -1.01 0.70 -1.14
H -0.67 -0.12 0.08
H -0.45 0.22 -0.53
H -0.44 0.02 -0.16
H 0.42 -0.36 0.25
H 0.61 -0.01 0.33
H 0.06 -0.37 0.54
Cl 0.59 -0.36 0.23
C -0.24 0.71 -0.02
Cl 0.04 -0.27 -0.11
H -0.32 0.14 0.17
H -0.17 -0.18 -0.26
Cl -1.41 -0.43 -0.64
C 0.50 0.15 0.79
Cl 0.28 0.41 -0.38
H -0.07 -0.33 0.10
H 0.71 0.10 0.12
Cl 0.55 0.11 -0.38
C 0.02 0.02 -0.67
Cl -0.08 0.70 0.33
H -0.38 -0.62 0.36
H -0.08 -0.17 0.39
Cl 0.07 -0.12 0.25
C -0.25 0.24 -1.17
Cl 0.10 -0.06 0.22
H -0.07 -0.03 0.40
H 0.15 -0.04 0.32
Cl -1.01 -0.06 -0.58
C 1.08 0.41 0.08
Cl -0.04 -0.39 0.15
H 0.08 0.34 0.39
H -0.10 -0.32 0.00